(1)
The following is a DFT calculation (ωB97M-V/def2-TZVPD) of 2 unconnected molecules or ions with the total composition HO5P in a non-equilibrium geometry.

Gap between HOMO and LUMO in eV: 5.15
Charge: -2

XYZ file:
```
7
Properties=species:S:1:pos:R:3:mulliken_charge:R:1
O 0.76 -1.77 1.04 -0.658
O 1.88 0.14 -0.24 -0.601
O 0.55 -1.68 -1.50 -0.662
O -1.64 1.17 -0.11 -0.368
O -1.55 2.37 0.65 -0.905
P 0.98 -1.01 -0.24 0.919
H -0.98 0.78 0.41 0.276
```

---

(2)
The following is a DFT calculation (ωB97M-V/def2-TZVPD) of 2 unconnected molecules or ions with the total composition HO5S2 in a non-equilibrium geometry.

Gap between HOMO and LUMO in eV: 5.61
Charge: -1

XYZ file:
```
8
Properties=species:S:1:pos:R:3:mulliken_charge:R:1
O 1.29 2.05 2.30 -0.622
O 0.52 -0.16 2.85 -0.527
O -0.94 -2.86 -2.28 -0.407
O 0.58 0.56 0.25 -0.545
O -1.52 -0.68 -3.27 -0.395
S 0.26 0.99 2.03 0.441
S -1.07 -1.42 -2.10 0.777
H 0.87 1.52 0.24 0.278
```

---

(3)
The following is a DFT calculation (ωB97M-V/def2-TZVPD) of a molecular structure, HO5S2 in a non-equilibrium geometry.

Gap between HOMO and LUMO in eV: 7.03
Charge: -1

XYZ file:
```
8
Properties=species:S:1:pos:R:3:mulliken_charge:R:1
O 1.36 -1.27 0.01 -0.594
O 1.68 1.22 0.00 -0.420
O -0.71 2.33 0.17 -0.500
O -1.21 -1.05 -0.60 -0.342
O -1.54 -0.77 0.74 -0.632
S 0.87 -0.07 -0.63 0.521
S 0.01 1.26 0.81 0.587
H -0.47 -1.64 -0.50 0.381
```

---

(4)
The following is a DFT calculation (ωB97M-V/def2-TZVPD) of a molecular structure, HO5S2 in a non-equilibrium geometry.

Gap between HOMO and LUMO in eV: 8.02
Charge: -1

XYZ file:
```
8
Properties=species:S:1:pos:R:3:mulliken_charge:R:1
O -0.35 -1.05 -0.69 -0.340
O -1.52 1.10 -1.07 -0.619
O -2.07 0.06 0.96 -0.624
O 2.08 -0.36 -0.32 -0.528
O 0.14 0.96 0.76 -0.760
S 0.99 -1.58 0.01 0.113
S -1.01 0.40 0.06 1.299
H 1.74 0.47 0.29 0.458
```

---

(5)
The following is a DFT calculation (ωB97M-V/def2-TZVPD) of a gas-phase ion, HS (charge -1).

SMILES: [SH-]
Gap between HOMO and LUMO in eV: 7.48
Charge: -1

XYZ file:
```
2
Properties=species:S:1:pos:R:3:mulliken_charge:R:1
S -0.09 0.64 0.16 -0.928
H 0.09 -0.64 -0.16 -0.072
```

---

(6)
The following is a DFT calculation (ωB97M-V/def2-TZVPD) of a molecular structure, HfI in a non-equilibrium geometry.

Gap between HOMO and LUMO in eV: 6.65
Charge: +3

XYZ file:
```
2
Properties=species:S:1:pos:R:3:mulliken_charge:R:1
Hf 17.43 -22.28 -23.62 1.982
I 15.66 -20.04 -23.57 1.018
```

---

(7)
The following is a DFT calculation (ωB97M-V/def2-TZVPD) of a molecular structure, HgI in a non-equilibrium geometry.

Gap between HOMO and LUMO in eV: 5.53
Charge: +1

XYZ file:
```
2
Properties=species:S:1:pos:R:3:mulliken_charge:R:1
Hg 2.19 -28.20 13.17 0.592
I 1.99 -24.90 11.65 0.408
```

---

(8)
The following is a DFT calculation (ωB97M-V/def2-TZVPD) of a molecular structure, I2O4V2 in a non-equilibrium geometry.

Gap between HOMO and LUMO in eV: 4.64

XYZ file:
```
8
Properties=species:S:1:pos:R:3:mulliken_charge:R:1
O 8.54 -27.84 -10.84 -0.519
V 8.29 -26.86 -9.55 1.364
O 8.41 -25.27 -9.85 -0.479
O 4.35 -22.77 -11.00 -0.658
V 5.37 -23.94 -11.30 1.085
O 6.86 -23.49 -11.48 -0.552
I 5.00 -24.41 -14.06 -0.228
I 5.35 -26.55 -9.91 -0.012
```